No. 1
ORCA calculation (wB97M-V/def2-TZVPD) on 2 unconnected molecules or ions with the total composition C4H12S4.

As for the structure (SMILES): CCSS.CCSS.

CARTESIAN COORDINATES (ANGSTROEM)
S -3.635 -2.775 2.467
C -2.234 -0.609 1.417
H 1.157 1.286 0.751
H 4.911 1.382 -1.842
H -2.258 -1.135 3.491
H -5.737 -2.760 0.637
H 3.568 2.554 -1.707
H -1.509 -1.316 0.980
C 3.152 1.197 -3.073
H 2.148 0.743 -3.019
C 3.814 1.475 -1.726
H 3.843 0.469 -3.530
S 3.351 0.355 -0.351
H -3.823 -0.470 2.938
S -4.398 -2.811 0.471
S 2.443 1.644 0.957
H -3.129 -0.580 0.772
H 3.101 2.088 -3.721
C -2.983 -1.134 2.654
H -1.780 0.396 1.433

***

No. 2
ORCA calculation (wB97M-V/def2-TZVPD) on C4H12Si2 in the gas phase.

As for the structure (SMILES): CC/C([SiH3])=C/[SiH3].

CARTESIAN COORDINATES (ANGSTROEM)
H -1.595 2.218 1.056
Si 0.348 -0.163 2.876
Si -0.787 1.791 -0.055
H 0.845 0.273 -2.789
H -1.286 -0.832 -1.857
H 1.759 -0.611 -1.875
C -0.001 -0.848 1.132
C -0.308 0.005 -0.170
H -0.142 -1.422 3.659
H -0.307 -2.002 -1.095
H -1.251 2.215 -1.396
H 1.622 0.552 2.958
H 0.124 -1.944 0.868
H 0.759 -1.407 -3.045
H -0.516 1.000 3.091
C -0.335 -0.834 -1.365
H 0.260 2.645 0.375
C 0.812 -0.637 -2.368

***

No. 3
ORCA calculation (wB97M-V/def2-TZVPD) on a molecular structure, C4H12Si4.

CARTESIAN COORDINATES (ANGSTROEM)
H 1.766 -0.259 -3.412
H 1.214 3.150 0.182
C 0.371 0.255 -1.202
C -0.181 0.988 -0.212
H -0.937 3.402 1.252
H -0.801 3.440 -1.076
Si -0.192 2.821 0.034
C -0.258 -0.076 0.839
H 0.151 1.500 -3.475
Si -1.413 -0.187 2.396
H -0.485 -0.829 -3.188
H -0.650 -0.314 3.645
H -2.147 -1.306 1.998
H -2.196 0.969 2.382
H 0.112 -3.559 1.245
Si 0.551 0.164 -3.006
Si 1.049 -2.836 0.473
H 1.494 -3.737 -0.560
H 2.146 -2.459 1.397
C 0.407 -1.129 0.286

***

The following relative energy (zero: lowest compared OMol25 entry of this formula, charge and spin) values (in kcal/mol) correspond, in order, to the records above: 25.1; 70.1; 14.8.